# C35H59BIN2O17S

8 unconnected molecules or ions with the total composition C35H59BIN2O17S at a distorted geometry (ωB97M-V with the def2-TZVPD basis set, the Open Molecules 2025 dataset).

Structure (XYZ):
```
116
Properties=species:S:1:pos:R:3:forces:R:3:mulliken_charge:R:1
C 4.0619 -2.9119 -3.2149 -0.7 0.2 0.4 -1.223
C 2.9932 -2.8294 -2.1155 0.4 0.2 -0.5 0.158
S 3.5651 -3.3527 -0.5020 0.0 -0.2 0.7 -0.046
C 4.5278 -1.9761 0.1237 -0.4 -0.3 -0.5 -0.829
N 3.8392 -0.9701 1.0591 0.0 0.1 -0.5 0.343
C 3.6925 0.4366 0.4771 0.0 -0.1 0.3 -1.318
C 2.4423 0.6001 -0.3443 0.1 1.0 0.0 0.197
I 2.3642 2.7032 -0.8628 0.0 -0.3 0.2 0.263
N 1.2643 0.2582 0.4015 -0.2 -0.3 -0.4 -0.024
C 1.3179 -1.1182 0.8061 -0.7 0.0 0.7 0.102
O 0.2415 -1.4026 1.6808 0.7 -0.2 0.0 -0.726
B -0.7510 -2.2295 1.1699 -0.6 0.4 0.4 1.014
O -1.5739 -1.7689 0.1807 0.8 0.1 -0.9 -0.424
O -0.9923 -3.4435 1.7528 0.4 -0.7 -0.3 -0.510
C 2.5419 -1.4303 1.6577 -0.1 0.4 0.4 -1.510
H 5.0358 -3.0870 -2.7901 0.4 -0.1 0.0 0.373
H 4.0364 -1.9975 -3.7826 0.2 0.3 -0.2 0.182
H 3.7762 -3.7220 -3.8538 0.3 -0.5 -0.4 0.339
H 2.5522 -1.8458 -2.1065 -0.1 0.3 0.3 -0.026
H 2.1904 -3.5166 -2.3365 -0.3 -0.3 0.0 0.557
H 4.9581 -1.4434 -0.7086 0.0 0.4 -0.2 0.442
H 5.3466 -2.4057 0.6735 0.2 -0.1 0.4 0.432
H 4.4850 -0.8431 1.8339 0.0 -0.1 0.1 0.404
H 4.5906 0.7019 -0.0553 0.4 -0.2 -0.3 0.554
H 3.6362 1.0934 1.3343 -0.1 0.2 0.3 0.482
H 2.4958 0.0674 -1.2834 -0.1 -0.1 -0.3 -0.209
H 1.1391 0.8577 1.2109 -0.1 0.1 0.0 0.423
H 1.2726 -1.7825 -0.0532 0.2 0.2 -0.4 0.268
H -1.3427 -2.1844 -0.6661 -0.7 0.1 0.2 0.262
H -0.3394 -4.1124 1.5000 -0.2 0.0 0.5 0.316
H 2.5914 -2.4641 1.9518 0.2 -0.4 -0.2 0.420
H 2.3944 -0.8558 2.5631 0.1 0.2 0.3 0.465
O 2.1743 5.8465 -1.0606 -0.1 -0.2 -0.1 -0.629
C 3.2213 6.1142 -1.5840 0.1 0.2 0.2 0.420
O 3.6632 5.4629 -2.6802 0.0 0.0 0.0 -0.136
C 4.9839 5.9278 -3.0354 0.2 0.1 0.0 -0.441
C 5.1007 7.3093 -2.4037 -0.1 0.0 0.1 -0.597
C 4.2304 7.1568 -1.1557 0.1 0.1 -0.4 -0.394
H 5.7133 5.2215 -2.6337 0.0 0.0 0.0 0.296
H 5.0681 5.9432 -4.1185 -0.1 -0.1 0.0 0.313
H 6.1282 7.6000 -2.2002 0.0 -0.1 0.0 0.344
H 4.6633 8.0569 -3.0651 0.0 0.0 0.0 0.278
H 4.7888 6.7639 -0.3043 0.0 0.0 0.1 0.269
H 3.7283 8.0770 -0.8717 -0.1 -0.1 0.2 0.298
O -7.2456 -4.6725 0.2390 0.0 0.0 -0.1 -0.580
C -6.4685 -3.9099 0.7275 -0.1 -0.2 0.2 0.359
O -5.3963 -3.4279 0.0419 0.0 0.1 0.0 -0.390
C -4.5849 -2.6131 0.9049 0.0 0.0 0.1 -0.206
C -5.5080 -2.1672 2.0311 -0.1 -0.2 -0.1 0.762
C -6.4655 -3.3540 2.1410 0.2 0.4 -0.3 -0.435
H -3.7558 -3.2213 1.2755 0.0 0.0 0.0 0.147
H -4.1797 -1.7857 0.3304 0.0 -0.1 -0.1 0.214
H -4.9802 -1.9349 2.9498 -0.2 -0.1 -0.1 -0.775
H -6.0594 -1.2764 1.7291 0.0 0.0 0.0 0.290
H -6.0894 -4.1262 2.8128 -0.1 0.0 0.0 0.299
H -7.4660 -3.0692 2.4462 -0.1 -0.2 0.1 0.305
O 1.2837 9.5576 -2.8992 0.2 -0.1 -0.1 -0.599
C 0.3566 8.8039 -2.9461 -0.1 0.1 0.2 0.555
O -0.1646 8.3635 -4.1161 0.0 -0.1 0.0 -0.375
C -1.3205 7.5414 -3.8694 -0.1 -0.1 0.1 -0.473
C -1.1520 7.0399 -2.4399 0.0 0.0 0.1 -0.294
C -0.4155 8.2079 -1.7849 -0.1 -0.4 -0.2 -0.308
H -2.2144 8.1553 -3.9947 0.0 0.0 0.0 0.263
H -1.3395 6.7410 -4.6045 0.1 0.1 -0.1 0.338
H -2.0941 6.7810 -1.9615 0.0 0.1 0.0 0.363
H -0.5145 6.1546 -2.4307 0.0 0.0 0.0 0.064
H -1.1040 8.9584 -1.3943 0.1 0.1 0.0 0.318
H 0.2671 7.8875 -1.0032 0.0 0.2 0.1 0.165
O 2.5279 -0.2075 -3.6045 0.1 -0.4 0.4 -0.523
C 2.3998 0.6371 -4.4466 -0.2 -0.1 -0.4 0.251
O 2.3749 1.9265 -4.1324 0.0 0.5 -0.1 -0.140
C 2.1132 2.7296 -5.3072 0.0 0.1 -0.2 -0.381
C 2.5299 1.8481 -6.4782 0.0 -0.1 0.0 -0.574
C 2.2257 0.4498 -5.9380 0.2 0.3 -0.1 -0.518
H 1.0500 2.9723 -5.3225 0.0 0.0 0.0 0.272
H 2.6837 3.6508 -5.2341 0.0 0.0 0.2 0.217
H 2.0144 2.0933 -7.4029 -0.1 0.0 0.0 0.355
H 3.6011 1.9488 -6.6542 0.0 0.0 0.0 0.283
H 1.1949 0.1467 -6.1276 0.0 -0.1 0.0 0.306
H 2.9032 -0.3126 -6.3116 -0.1 -0.2 0.0 0.311
O -7.5653 -2.2996 5.1325 0.1 -0.1 -0.1 -0.579
C -7.2961 -1.1555 5.3451 0.0 -0.1 0.3 0.494
O -6.3394 -0.4981 4.6398 0.1 0.1 0.0 -0.236
C -6.1494 0.8274 5.1758 0.0 0.1 0.1 -0.268
C -7.4454 1.1497 5.9106 -0.1 -0.1 0.1 -0.563
C -7.8845 -0.2334 6.3942 0.1 0.4 -0.3 -0.495
H -5.2865 0.8077 5.8453 0.0 0.0 0.0 0.077
H -5.9444 1.5097 4.3546 0.0 -0.1 -0.1 0.323
H -7.3142 1.8808 6.7046 0.1 0.0 0.0 0.342
H -8.1800 1.5437 5.2078 0.0 0.0 0.0 0.285
H -7.4466 -0.4901 7.3597 0.0 -0.1 0.0 0.276
H -8.9627 -0.3496 6.4399 0.0 -0.2 0.1 0.327
O -2.7444 0.4917 7.3058 -0.1 0.1 0.1 -0.574
C -2.8097 -0.4449 6.5683 0.2 -0.1 -0.1 0.356
O -3.5874 -1.5245 6.8200 0.0 0.0 0.0 -0.357
C -3.3938 -2.5315 5.8096 0.0 -0.1 -0.2 -0.581
C -2.8546 -1.7784 4.5995 0.1 0.1 0.0 0.520
C -2.0688 -0.6450 5.2572 -0.3 -0.2 -0.2 -0.458
H -2.6855 -3.2704 6.1898 0.0 0.0 0.0 0.356
H -4.3442 -3.0229 5.6183 -0.1 0.1 0.1 0.274
H -2.2652 -2.4053 3.9323 0.0 -0.1 0.1 0.260
H -3.6855 -1.3635 4.0277 0.1 0.0 0.2 -0.443
H -1.0404 -0.9316 5.4825 0.0 0.1 0.0 0.319
H -2.0739 0.2728 4.6763 0.1 0.1 0.1 0.310
O 3.4682 -6.0155 -3.6788 -0.1 0.0 0.0 -0.585
C 3.1770 -6.8418 -2.8624 0.2 0.1 0.1 0.533
O 1.9013 -7.2311 -2.6501 0.0 0.0 0.1 -0.357
C 1.8371 -8.1605 -1.5497 0.0 -0.1 0.1 -0.382
C 3.2397 -8.7463 -1.4407 0.1 0.1 0.0 -0.493
C 4.1040 -7.5757 -1.9120 -0.2 -0.4 0.0 -0.355
H 1.5470 -7.6092 -0.6522 0.0 0.0 0.0 0.213
H 1.0756 -8.9042 -1.7652 -0.1 0.1 -0.1 0.318
H 3.4759 -9.1055 -0.4420 0.0 0.0 0.0 0.341
H 3.3453 -9.5820 -2.1320 0.0 0.0 0.0 0.264
H 4.3660 -6.8987 -1.0966 0.1 0.0 0.0 0.154
H 5.0056 -7.8906 -2.4284 0.1 0.2 0.0 0.344
```
Forces are in eV/Å.

## Properties
Total charge: +1
Frontier orbital gap: 8.2 eV

---

# C4H10N

A gas-phase ion, C4H10N (charge +1) at a distorted geometry (ωB97M-V with the def2-TZVPD basis set, the Open Molecules 2025 dataset).

Structure (XYZ):
```
15
Properties=species:S:1:pos:R:3:forces:R:3:nbo_charge:R:1
C -0.0001 0.0786 1.2754 0.1 -0.3 0.1 -0.421
C 0.1542 1.2280 0.2863 0.5 0.5 -0.3 -0.437
C -0.0211 0.6475 -1.1348 0.1 0.3 0.9 -0.223
N -0.3169 -0.8234 -0.8926 -1.1 0.3 -0.9 -0.496
C 0.1844 -1.1973 0.4413 0.7 0.4 1.3 -0.240
H -0.9693 0.0990 1.7702 -0.1 -0.1 -0.1 0.231
H 0.7450 0.0896 2.0698 0.0 0.1 -0.1 0.257
H 1.1278 1.7207 0.3391 0.1 -0.4 0.1 0.241
H -0.5128 2.0465 0.4808 -0.7 0.1 0.1 0.249
H 0.9147 0.7770 -1.6507 0.1 -0.3 -0.6 0.238
H -0.8575 1.0524 -1.6965 0.1 0.1 -0.1 0.236
H -0.0450 -1.4059 -1.6857 0.3 -0.1 0.2 0.450
H -1.3398 -0.8508 -0.8973 0.0 -0.4 0.2 0.433
H 1.2438 -1.4226 0.3813 0.1 -0.1 -0.4 0.231
H -0.3075 -2.0395 0.9133 -0.3 -0.2 -0.5 0.251
```
Forces are in eV/Å.

## Properties
Total charge: +1
SMILES: C1CC[NH2+]C1
Frontier orbital gap: 12.7 eV

---

# C6H10O2

A molecular structure, C6H10O2 at a distorted geometry (ωB97M-V with the def2-TZVPD basis set, the Open Molecules 2025 dataset).

Structure (XYZ):
```
18
Properties=species:S:1:pos:R:3:forces:R:3:nbo_charge:R:1
C 2.4243 -0.3770 -0.0163 1.2 -2.3 -0.9 -0.618
C 0.9643 -0.0710 -0.0334 1.1 -0.2 1.0 0.240
C 0.0889 -0.7238 1.0409 -1.9 -1.3 -2.1 -0.441
C -1.0516 -0.1700 0.0192 1.2 -0.8 0.3 0.213
C -0.7435 1.2955 0.1074 -0.2 2.2 -1.6 -0.100
C -0.0397 -0.6241 -1.0350 0.4 0.4 -2.3 -0.452
H 2.9709 -0.1584 0.9302 -0.6 0.3 -0.7 0.228
H 2.5009 -1.5364 -0.1123 0.0 1.8 0.1 0.207
H 2.9558 0.0299 -0.9192 -0.4 -0.2 1.0 0.226
H 0.0190 -0.3317 2.0114 0.3 0.1 1.6 0.212
H 0.1529 -1.8584 0.8393 -0.1 1.7 1.2 0.208
H -2.5407 -1.4501 0.4773 0.2 4.8 -2.8 0.471
H -1.1581 1.8570 -0.8054 0.3 -0.7 1.4 0.187
H -1.1012 1.7753 1.0340 0.2 -0.2 -0.3 0.190
H 0.0594 -1.7343 -1.2160 -0.3 1.3 0.2 0.216
H -0.0323 -0.0056 -1.9642 -0.2 -0.8 0.2 0.209
O -2.4271 -0.4194 -0.0905 0.1 -5.2 3.4 -0.676
O 0.7167 1.3489 -0.0060 -1.3 -1.0 0.5 -0.521
```
Forces are in eV/Å.

## Properties
Total charge: 0
Frontier orbital gap: 10.0 eV

---

Among the records above, which one has the lowest total charge? C6H10O2

---

Copy entry 3 word for word.
# C6H10O2

A molecular structure, C6H10O2 at a distorted geometry (ωB97M-V with the def2-TZVPD basis set, the Open Molecules 2025 dataset).

Structure (XYZ):
```
18
Properties=species:S:1:pos:R:3:forces:R:3:nbo_charge:R:1
C 2.4243 -0.3770 -0.0163 1.2 -2.3 -0.9 -0.618
C 0.9643 -0.0710 -0.0334 1.1 -0.2 1.0 0.240
C 0.0889 -0.7238 1.0409 -1.9 -1.3 -2.1 -0.441
C -1.0516 -0.1700 0.0192 1.2 -0.8 0.3 0.213
C -0.7435 1.2955 0.1074 -0.2 2.2 -1.6 -0.100
C -0.0397 -0.6241 -1.0350 0.4 0.4 -2.3 -0.452
H 2.9709 -0.1584 0.9302 -0.6 0.3 -0.7 0.228
H 2.5009 -1.5364 -0.1123 0.0 1.8 0.1 0.207
H 2.9558 0.0299 -0.9192 -0.4 -0.2 1.0 0.226
H 0.0190 -0.3317 2.0114 0.3 0.1 1.6 0.212
H 0.1529 -1.8584 0.8393 -0.1 1.7 1.2 0.208
H -2.5407 -1.4501 0.4773 0.2 4.8 -2.8 0.471
H -1.1581 1.8570 -0.8054 0.3 -0.7 1.4 0.187
H -1.1012 1.7753 1.0340 0.2 -0.2 -0.3 0.190
H 0.0594 -1.7343 -1.2160 -0.3 1.3 0.2 0.216
H -0.0323 -0.0056 -1.9642 -0.2 -0.8 0.2 0.209
O -2.4271 -0.4194 -0.0905 0.1 -5.2 3.4 -0.676
O 0.7167 1.3489 -0.0060 -1.3 -1.0 0.5 -0.521
```
Forces are in eV/Å.

## Properties
Total charge: 0
Frontier orbital gap: 10.0 eV

---

What is the frontier orbital gap in the third record? 10.0 eV